A gas-phase ion, C5H10NO2S (charge +1) at a distorted geometry, computed with ωB97M-V with the def2-TZVPD basis set.

Values from the calculation:
* relative energy (zero: lowest compared OMol25 entry of this formula, charge and spin): 420.1 kJ/mol
* HOMO energy: -14.37 eV
* electronic energy: -21756.3265 eV
* Kohn-Sham gap: 9.61 eV
* charge: +1

Each line ends with the Löwdin charge.
Element x y z (Å)
C1 -2.5837 -0.5749 -1.2817  0.09
C2 2.7583 0.5423 -0.7512  -0.02
C3 2.9528 0.4113 0.7841  -0.07
C4 1.7077 -0.0873 0.1801  -0.23
C5 -2.2212 -1.0061 1.0227  -0.08
N1 -2.0469 -0.2400 -0.1766  -0.26
O1 -1.1171 2.1817 -0.8544  -0.32
O2 0.3796 0.5805 0.4312  -0.35
S1 -0.9877 1.3761 0.2661  1.06
H1 -2.4296 0.1603 -2.1331  0.12
H2 -3.5196 -1.2186 -1.5642  0.16
H3 2.5954 1.5543 -0.9837  0.09
H4 3.2904 -0.1618 -1.3715  0.11
H5 3.6235 -0.1993 1.3386  0.10
H6 2.9111 1.4108 1.3411  0.15
H7 1.4882 -1.0660 -0.0817  0.12
H8 -2.1678 -0.3567 1.8859  0.08
H9 -1.4187 -1.7831 1.0695  0.12
H10 -3.2147 -1.5237 0.8789  0.12